82
Properties=species:S:1:pos:R:3:mulliken_spin:R:1 method="wB97M-V/def2-TZVPD" total_charge=+2 homo_lumo_gap_ev="3.38 / 3.37" energy_ev=-153020.920 max_force_ha_per_bohr=0.0475 homo_energy_ev="-11.7 / -11.7" spin_multiplicity=8
N -7.107 5.618 -5.519 0.000
C -6.882 6.211 -4.344 0.001
C -6.074 5.624 -3.360 -0.001
C -5.415 4.395 -3.630 0.001
C -5.714 3.782 -4.874 0.000
C -6.564 4.431 -5.783 0.000
C -4.443 3.806 -2.703 -0.003
Eu -0.019 1.304 1.748 7.022
P 5.945 -0.761 0.110 0.000
C -3.552 2.855 -3.079 0.002
C -2.608 2.194 -2.211 -0.002
C -1.497 1.496 -2.708 0.001
C -0.612 0.840 -1.835 0.001
C -0.992 0.668 -0.502 0.003
C -1.965 1.524 0.023 0.000
C -2.822 2.257 -0.828 -0.004
Br 1.741 -0.927 1.848 -0.007
H -4.447 4.255 -1.701 0.000
H -3.507 2.583 -4.134 0.000
H -5.946 6.141 -2.418 0.000
H -5.298 2.815 -5.138 0.000
H -7.361 7.183 -4.180 0.000
H -6.805 3.967 -6.747 0.000
H -1.346 1.473 -3.789 0.000
H -3.650 2.823 -0.401 0.001
H 0.350 0.484 -2.204 -0.001
H -2.135 1.720 1.104 -0.008
P -0.576 -1.691 0.266 0.009
C 5.366 0.968 0.346 0.000
C 6.484 1.929 -0.086 0.000
H 5.124 1.079 1.413 0.000
H 4.448 1.107 -0.243 0.000
H 6.286 2.933 0.308 0.000
H 7.455 1.588 0.303 0.000
H 6.550 1.996 -1.180 0.000
C 5.158 -1.220 -1.492 -0.001
C 5.922 -2.377 -2.139 0.000
H 5.179 -0.326 -2.132 0.000
H 4.108 -1.481 -1.297 0.001
H 5.642 -2.476 -3.192 0.000
H 7.003 -2.203 -2.087 0.000
H 5.702 -3.329 -1.641 0.000
C 4.990 -1.767 1.296 -0.002
C 5.711 -1.986 2.626 0.000
H 4.757 -2.726 0.805 0.000
H 4.034 -1.234 1.449 -0.001
H 5.114 -2.662 3.248 0.000
H 6.694 -2.443 2.464 0.000
H 5.839 -1.043 3.171 0.000
C -0.462 -3.151 1.453 0.001
C -1.566 -4.203 1.369 0.000
H -0.453 -2.700 2.453 0.002
H 0.517 -3.631 1.314 -0.001
H -2.518 -3.815 1.739 0.000
H -1.707 -4.581 0.353 0.000
H -1.298 -5.064 1.990 0.000
C 0.608 -2.343 -1.043 -0.003
C 0.076 -2.356 -2.475 0.000
H 0.935 -3.357 -0.747 0.000
H 1.496 -1.691 -0.964 0.000
H -0.694 -3.124 -2.625 0.000
H -0.338 -1.382 -2.760 0.000
H 0.898 -2.575 -3.167 0.000
C -2.229 -1.973 -0.456 -0.004
C -3.404 -1.615 0.452 0.003
H -2.274 -3.020 -0.791 0.001
H -2.241 -1.335 -1.351 -0.001
H -4.041 -0.870 -0.036 0.000
H -4.048 -2.482 0.634 0.000
H -3.122 -1.199 1.424 -0.003
S -2.156 0.327 3.491 -0.012
C -1.040 -0.137 4.679 -0.004
N 0.125 0.510 4.950 0.004
C 0.806 -0.028 6.126 0.000
C -0.037 -1.238 6.494 0.000
N -1.119 -1.194 5.517 -0.001
H 0.228 1.498 4.702 0.003
H 0.830 0.715 6.932 0.000
H 1.831 -0.306 5.865 0.000
H -0.434 -1.165 7.509 0.000
H 0.526 -2.168 6.407 0.000
H -1.963 -1.742 5.610 0.000

***

108
Properties=species:S:1:pos:R:3:mulliken_charge:R:1 method="wB97M-V/def2-TZVPD" homo_lumo_gap_ev=8.90 energy_ev=-331980.655 max_force_ha_per_bohr=0.0441 smiles="CCC(=O)OCC[C@@]1(I)N[C@@H](OCCNC[C@@H](C)O)C[N@@+](CCCCNC(C)=O)(C(=O)[O-])[C@H]1S.ClC(Cl)Cl.ClC(Cl)Cl.ClC(Cl)Cl.ClC(Cl)Cl.ClC(Cl)Cl.ClC(Cl)Cl.ClC(Cl)Cl" homo_energy_ev=-9.1
C 3.375 2.503 2.343 -0.585
C 2.305 2.584 3.455 -0.118
C 1.007 2.995 2.846 0.371
O 0.586 4.126 2.846 -0.570
O 0.338 1.962 2.294 -0.138
C -0.510 2.319 1.192 -0.005
C -1.282 1.098 0.747 -0.617
C -0.718 0.152 -0.329 -0.198
I 1.515 0.319 -0.483 -0.153
N -0.991 -1.186 0.109 -0.106
C -1.105 -2.189 -0.916 0.676
O -1.558 -3.350 -0.277 -0.579
C -1.255 -4.540 -0.971 -0.733
C 0.230 -4.898 -0.897 -0.502
N 0.809 -4.393 0.351 0.140
C 1.909 -5.222 0.849 -0.109
C 3.056 -5.358 -0.134 0.639
C 4.357 -5.545 0.641 -1.629
O 2.870 -6.497 -0.982 -0.525
C -2.049 -1.789 -2.058 -1.907
N -2.462 -0.368 -2.077 1.027
C -3.110 -0.092 -3.403 -1.456
C -2.235 -0.021 -4.668 -0.304
C -2.254 1.367 -5.354 -1.020
C -0.953 1.819 -6.027 -0.926
N -0.391 3.002 -5.336 -0.018
C 0.622 3.661 -6.109 0.357
C 2.044 3.430 -5.681 -0.843
O 0.343 4.383 -7.032 -0.560
C -3.635 -0.107 -0.974 0.149
O -3.819 -1.061 -0.274 -0.475
O -4.074 0.997 -1.063 -0.582
C -1.239 0.451 -1.780 0.085
S -1.398 2.213 -2.063 -0.107
H 3.461 1.495 1.950 0.162
H 3.141 3.207 1.549 0.337
H 4.338 2.767 2.771 -0.075
H 2.213 1.646 3.989 0.100
H 2.617 3.343 4.164 0.392
H 0.043 2.824 0.405 0.615
H -1.234 3.038 1.570 -0.976
H -2.287 1.402 0.467 0.310
H -1.402 0.481 1.633 0.513
H -0.222 -1.465 0.708 0.634
H -0.105 -2.385 -1.333 0.074
H -1.839 -5.316 -0.481 0.478
H -1.576 -4.540 -2.018 0.307
H 0.328 -5.980 -1.000 0.468
H 0.757 -4.416 -1.722 0.080
H 0.083 -4.371 1.057 0.163
H 2.287 -4.705 1.731 -0.469
H 1.548 -6.202 1.182 0.316
H 3.131 -4.468 -0.759 0.093
H 4.579 -4.701 1.285 0.359
H 4.253 -6.447 1.245 0.424
H 5.172 -5.710 -0.062 0.456
H 3.578 -7.123 -0.822 0.339
H -2.930 -2.417 -1.992 0.625
H -1.563 -2.038 -3.000 0.600
H -3.709 0.806 -3.328 0.724
H -3.811 -0.916 -3.515 0.522
H -1.222 -0.399 -4.538 0.226
H -2.708 -0.696 -5.379 0.593
H -3.000 1.315 -6.145 0.374
H -2.612 2.125 -4.664 0.552
H -0.218 1.023 -6.101 0.479
H -1.196 2.111 -7.053 0.431
H -1.155 3.663 -5.247 0.257
H 2.078 3.073 -4.660 0.210
H 2.477 2.679 -6.340 0.214
H 2.599 4.355 -5.785 0.368
H -0.456 0.165 -2.474 0.191
H -2.293 2.536 -1.131 -0.132
C 1.772 -4.552 4.879 -0.018
Cl 2.575 -3.423 3.789 -0.130
Cl 0.108 -4.829 4.366 -0.099
Cl 2.663 -6.072 4.967 -0.130
H 1.754 -4.113 5.866 0.372
C -3.070 5.062 2.229 0.196
Cl -3.321 3.766 3.393 -0.134
Cl -3.461 4.515 0.597 -0.100
Cl -4.028 6.483 2.655 -0.170
H -2.024 5.341 2.254 0.191
C -7.386 6.190 4.597 0.551
Cl -8.625 6.781 3.489 -0.124
Cl -7.471 7.034 6.145 -0.129
Cl -7.516 4.448 4.819 -0.119
H -6.421 6.396 4.157 -0.163
C 2.520 -1.610 -3.994 -0.020
Cl 1.193 -2.777 -3.937 -0.136
Cl 3.598 -1.968 -5.339 -0.132
Cl 1.903 0.036 -4.106 0.037
H 3.083 -1.694 -3.073 0.249
C 7.185 4.506 2.430 -0.046
Cl 7.250 2.760 2.188 -0.112
Cl 6.289 5.290 1.132 -0.108
Cl 6.486 4.898 4.002 -0.112
H 8.199 4.880 2.414 0.359
C 4.316 1.252 7.059 -0.050
Cl 5.381 2.332 6.158 -0.074
Cl 2.631 1.557 6.644 -0.093
Cl 4.744 -0.433 6.761 -0.121
H 4.442 1.450 8.115 0.352
C -5.565 -3.139 2.047 0.644
Cl -5.203 -4.799 1.559 -0.153
Cl -7.036 -2.564 1.275 -0.141
Cl -5.681 -3.021 3.805 -0.148
H -4.751 -2.506 1.713 -0.206

***

88
Properties=species:S:1:pos:R:3:mulliken_spin:R:1 method="wB97M-V/def2-TZVPD" total_charge=+2 de_lowest_kcal_mol=0.00 homo_lumo_gap_ev=8.78 energy_ev=-90826.328 max_force_ha_per_bohr=0.0406 homo_energy_ev=-13.4 spin_multiplicity=3
Tm 0.689 1.020 -0.513 2.024
C 3.650 3.482 -0.334 0.001
C 3.375 2.993 -1.735 0.000
N 2.700 1.647 -1.860 -0.006
C 3.630 0.513 -1.874 0.000
C 2.870 -0.813 -2.147 0.000
N 1.994 -1.104 -1.005 -0.003
C 2.687 -1.970 -0.032 0.000
C 3.821 -1.340 0.810 0.000
C 3.437 -0.137 1.692 0.000
N 2.082 0.392 1.602 -0.009
C 2.042 1.627 2.433 0.001
C 1.077 2.673 1.986 -0.001
N 1.348 3.137 0.611 -0.004
C 2.502 4.059 0.527 0.000
H 4.466 4.187 -0.378 0.000
H 4.096 2.601 0.199 0.000
H 4.325 3.015 -2.324 0.000
H 2.680 3.725 -2.206 0.000
H 2.246 1.630 -2.810 0.000
H 4.165 0.520 -0.922 0.000
H 4.350 0.652 -2.664 0.000
H 3.604 -1.652 -2.268 0.000
H 2.234 -0.770 -3.046 0.000
H 1.215 -1.707 -1.330 -0.001
H 3.126 -2.818 -0.563 0.000
H 1.928 -2.254 0.670 0.000
H 4.600 -1.005 0.127 0.000
H 4.254 -2.146 1.367 0.000
H 4.106 0.683 1.429 0.000
H 3.714 -0.417 2.721 0.000
H 1.396 -0.259 1.939 0.001
H 3.053 2.033 2.467 0.000
H 1.825 1.382 3.475 0.000
H 1.100 3.435 2.723 0.000
H 0.025 2.263 1.969 0.000
H 0.492 3.627 0.256 0.000
H 2.873 4.283 1.519 0.000
H 2.125 5.006 0.073 0.000
N -1.485 0.213 0.158 0.000
C -2.540 0.854 -0.712 0.000
C -3.901 0.650 -0.118 0.000
C -5.093 1.075 -0.912 0.000
C -5.164 0.564 -2.337 0.000
N -4.341 1.467 -3.168 0.000
C -4.329 1.569 -4.482 0.000
N -3.774 2.638 -5.062 0.000
N -4.803 0.622 -5.298 0.000
C -2.143 2.266 -1.021 0.001
O -2.972 3.030 -1.538 0.000
O -0.911 2.534 -0.845 -0.001
H -1.492 -0.824 0.171 -0.001
H -1.687 0.504 1.145 0.001
H -2.492 0.373 -1.675 0.000
H -3.970 1.185 0.826 0.000
H -3.943 -0.445 0.078 0.000
H -5.215 2.141 -0.958 0.000
H -5.973 0.695 -0.341 0.000
H -6.196 0.584 -2.730 0.000
H -4.808 -0.467 -2.378 0.000
H -3.849 2.200 -2.650 0.000
H -3.448 3.423 -4.528 0.000
H -3.499 2.586 -6.010 0.000
H -5.054 -0.274 -4.944 0.000
H -5.097 0.855 -6.224 0.000
C -0.236 -4.727 -0.658 0.000
C -0.607 -3.348 -0.601 0.000
N -0.725 -2.663 0.491 0.000
C -0.407 -3.275 1.647 0.000
C -0.109 -4.631 1.751 0.000
C -0.054 -5.366 0.552 0.000
C 0.066 -5.231 3.014 0.000
C 0.033 -4.509 4.165 0.000
C -0.293 -3.096 4.102 0.000
C -0.476 -2.333 5.266 0.000
C -0.666 -0.990 5.122 0.000
C -0.690 -0.392 3.858 0.000
N -0.587 -1.116 2.745 0.000
C -0.426 -2.450 2.857 0.000
H -0.102 -5.209 -1.622 0.000
H -0.832 -2.855 -1.533 0.000
H 0.125 -6.440 0.571 0.000
H 0.148 -6.319 3.047 0.000
H 0.192 -5.017 5.104 0.000
H -0.410 -2.765 6.295 0.000
H -0.691 -0.344 5.994 0.000
H -0.861 0.676 3.737 0.000
Cl -0.112 0.187 -2.932 -0.002

***

84
Properties=species:S:1:pos:R:3:mulliken_charge:R:1 method="wB97M-V/def2-TZVPD" total_charge=+1 de_lowest_kcal_mol=37.21 homo_lumo_gap_ev="3.34 / 3.34" energy_ev=-119078.139 max_force_ha_per_bohr=0.0644 homo_energy_ev="-9.6 / -9.6"
Ga -0.681 0.272 -0.283 1.105
C 0.805 -0.041 2.420 0.405
C 1.861 0.507 1.625 1.104
C -0.007 1.852 1.378 1.725
C -0.317 0.816 2.341 -0.114
C 1.393 1.716 1.034 -0.216
C 0.873 -1.311 3.187 -1.675
H 1.573 -2.016 2.728 0.367
H -0.118 -1.784 3.231 0.178
H 1.209 -1.114 4.215 0.428
C -1.589 0.810 3.098 -1.350
H -1.742 -0.095 3.695 0.291
H -2.449 0.868 2.413 0.196
H -1.612 1.683 3.773 0.429
C -0.864 3.043 1.130 -1.375
H -0.830 3.728 1.987 0.366
H -1.906 2.728 0.993 0.334
H -0.559 3.603 0.247 0.387
C 2.155 2.688 0.211 -1.489
H 2.686 3.409 0.861 0.376
H 1.493 3.280 -0.444 0.311
H 2.914 2.206 -0.427 0.359
C 3.209 -0.084 1.426 -1.713
H 3.924 0.354 2.133 0.408
H 3.592 0.089 0.414 0.346
H 3.197 -1.166 1.606 0.342
C -0.795 -1.875 -1.015 1.054
C 0.274 -2.403 -0.327 0.207
C 1.622 -2.616 -0.871 -0.896
C 2.044 -1.685 -2.064 -0.882
C 1.664 -0.258 -1.982 -0.559
C 0.426 0.261 -2.312 -0.336
C -0.613 -0.516 -3.137 -0.844
C -0.944 -1.877 -2.533 -1.138
H 1.690 -3.654 -1.240 0.457
H 1.687 -2.151 -2.996 0.251
H 2.355 -2.524 -0.050 0.353
H -0.348 -2.694 -2.970 0.234
H -1.764 -1.954 -0.498 -0.592
H 0.049 -2.781 0.683 0.309
H -2.003 -2.100 -2.750 0.519
H -1.534 0.092 -3.151 0.377
H 0.341 1.353 -2.435 0.959
H -0.293 -0.634 -4.185 0.068
H 3.150 -1.713 -2.083 0.535
H 2.467 0.454 -1.738 0.488
P -1.209 -0.713 -7.280 0.509
P -0.865 1.963 -8.759 0.171
C -1.223 -0.807 -9.153 -0.823
C -1.572 0.550 -9.767 -0.960
H -1.961 -1.565 -9.452 0.428
H -0.227 -1.143 -9.476 0.424
H -1.192 0.632 -10.795 0.492
H -2.662 0.702 -9.781 0.408
C -1.662 3.327 -9.693 -1.117
H -1.200 4.269 -9.375 0.379
H -2.730 3.347 -9.449 0.345
H -1.523 3.185 -10.772 0.319
C 0.779 2.052 -9.592 -1.126
H 0.642 2.063 -10.681 0.342
H 1.409 1.204 -9.295 0.280
H 1.262 2.983 -9.269 0.378
C -2.653 -1.803 -6.945 -1.176
H -2.690 -2.010 -5.868 0.233
H -2.547 -2.739 -7.509 0.367
H -3.575 -1.287 -7.244 0.344
C 0.135 -1.921 -6.954 -1.101
H 1.094 -1.470 -7.238 0.283
H -0.039 -2.834 -7.538 0.447
H 0.149 -2.154 -5.880 0.237
C -4.274 -2.309 0.943 -1.850
C -3.023 -2.577 1.808 0.579
O -2.052 -1.726 1.627 -0.587
C -3.408 -2.499 3.381 0.501
F -4.313 -3.421 3.784 -0.268
F -2.330 -2.617 4.217 -0.243
F -3.948 -1.273 3.640 -0.274
C -2.497 -4.089 1.523 0.664
F -3.404 -5.051 1.853 -0.277
F -2.245 -4.245 0.184 -0.252
F -1.331 -4.398 2.162 -0.258
H -4.542 -1.250 1.077 0.376
H -5.128 -2.951 1.190 0.407
H -4.027 -2.394 -0.123 0.313

***

88
Properties=species:S:1:pos:R:3:mulliken_spin:R:1 method="wB97M-V/def2-TZVPD" de_lowest_kcal_mol=16.26 homo_lumo_gap_ev="7.17 / 6.50" energy_ev=-191961.898 max_force_ha_per_bohr=0.0511 homo_energy_ev="-7.0 / -7.3" spin_multiplicity=5
Rh -0.599 1.295 0.961 2.531
C -5.468 -4.281 0.074 0.000
C -5.684 -2.947 -0.777 -0.001
C -5.475 -3.185 -2.263 0.000
C -7.055 -2.289 -0.455 0.000
C -4.623 -1.953 -0.423 -0.007
C -4.635 -0.559 -0.710 0.007
C -3.561 0.247 -0.394 -0.029
N -2.420 -0.180 0.093 0.076
C -2.358 -1.470 0.411 -0.016
C -3.423 -2.345 0.181 0.002
C -1.014 -1.978 0.748 -0.016
C -0.494 -3.163 0.160 -0.004
C 0.831 -3.613 0.494 -0.001
C 1.482 -2.802 1.398 0.007
C 0.952 -1.581 1.850 -0.001
N -0.246 -1.211 1.507 0.055
C 1.463 -4.809 -0.254 0.000
C 2.689 -5.324 0.508 0.000
C 0.438 -5.949 -0.423 0.000
C 1.863 -4.262 -1.681 0.001
H -6.301 -4.889 0.181 0.000
H -5.182 -4.023 1.107 0.000
H -4.689 -4.903 -0.360 0.000
H -6.118 -4.033 -2.634 0.000
H -4.456 -3.348 -2.492 0.000
H -5.830 -2.269 -2.754 0.000
H -7.820 -3.048 -0.599 0.000
H -7.152 -1.399 -1.095 0.000
H -7.041 -2.003 0.637 0.000
H -5.525 -0.065 -1.142 0.002
H -3.786 1.331 -0.508 -0.003
H -3.241 -3.331 0.549 0.001
H -1.130 -3.718 -0.527 0.000
H 2.542 -3.001 1.651 0.001
H 1.669 -0.928 2.383 0.003
H 2.522 -5.439 1.596 0.000
H 3.488 -4.616 0.373 0.000
H 2.938 -6.317 0.054 0.000
H 0.201 -6.481 0.489 0.000
H 0.914 -6.743 -1.059 0.000
H -0.436 -5.670 -1.065 0.000
H 2.452 -3.374 -1.443 0.000
H 1.073 -3.989 -2.408 0.000
H 2.553 -4.970 -2.145 0.000
O 1.933 1.949 3.863 0.017
S 1.746 2.289 2.443 0.021
O 0.538 3.139 2.235 0.050
O 2.904 3.150 1.994 0.221
O 1.555 1.130 1.457 0.072
C 6.974 2.270 -1.535 0.002
Ge 5.409 2.531 -0.358 0.029
C 6.114 3.728 0.944 -0.001
C 4.515 0.899 0.234 -0.009
C 3.973 3.620 -1.268 0.016
Se 2.311 3.706 -0.213 0.676
C 2.595 5.412 0.563 -0.006
H 7.845 2.078 -0.949 0.000
H 7.352 3.251 -1.950 0.000
H 6.943 1.565 -2.330 0.000
H 6.941 3.397 1.536 0.000
H 5.452 4.066 1.732 -0.001
H 6.654 4.561 0.387 0.000
H 5.080 0.432 1.068 0.001
H 4.421 0.152 -0.507 0.000
H 3.503 1.134 0.504 0.004
H 3.679 3.134 -2.225 0.004
H 4.396 4.567 -1.630 0.011
H 1.914 5.490 1.410 0.000
H 2.397 6.197 -0.279 0.009
H 3.550 5.397 1.109 0.012
C -2.336 4.522 0.898 0.008
C -1.731 4.146 -0.438 -0.011
C -1.635 5.066 -1.437 0.001
C -0.825 4.719 -2.547 0.001
N -0.348 3.498 -2.685 0.012
C -0.516 2.619 -1.674 0.002
S 0.260 1.050 -1.640 0.152
N -1.108 2.954 -0.529 0.028
H -1.749 4.197 1.698 -0.005
H -3.313 4.123 1.014 0.001
H -2.389 5.608 0.976 0.000
H -2.012 6.090 -1.243 0.001
H -0.702 5.450 -3.352 -0.002
N -1.591 1.527 3.037 0.101
H -1.135 0.864 3.679 -0.006
H -2.581 1.452 2.876 -0.009
H -1.287 2.455 3.340 -0.009